Record 1
{
  "formula": "C17H21Cl2N3O3",
  "method": "wB97M-V/def2-TZVPD",
  "species": ["O", "C", "N", "C", "C", "C", "C", "C", "C", "Cl", "H", "H", "Cl", "H", "H", "C", "N", "C", "H", "C", "N", "C", "O", "C", "C", "H", "C", "H", "C", "H", "H", "O", "H", "H", "H", "C", "C", "H", "H", "H", "H", "H", "H", "H", "H", "H"],
  "positions_angstrom": [[2.75273, 0.05327, -1.15894], [1.95409, -0.41676, -1.92874], [2.28487, -1.04222, -3.10225], [3.54179, -1.25635, -3.65186], [4.72105, -0.84548, -3.03695], [5.94008, -1.09427, -3.64556], [6.02100, -1.74906, -4.86456], [4.85299, -2.16033, -5.48213], [3.63157, -1.91723, -4.88410], [2.18114, -2.44469, -5.68286], [4.89210, -2.67135, -6.43122], [6.97767, -1.93471, -5.32404], [7.38425, -0.57513, -2.86366], [4.67134, -0.33428, -2.08997], [1.52981, -1.40097, -3.67646], [0.43974, -0.39427, -1.73100], [0.06138, 0.25655, -0.49978], [-1.34231, 0.62006, -0.46556], [-1.57893, 1.20947, -1.35449], [-1.61190, 1.46432, 0.78236], [-1.25747, 0.70787, 1.95789], [-2.08527, 0.20811, 2.89276], [-1.69092, -0.52358, 3.78452], [-3.57257, 0.61538, 2.78771], [-4.35535, 0.15211, 4.03093], [-3.65927, -0.33283, 4.71652], [-4.91309, 1.44942, 4.62302], [-5.93827, 1.61512, 4.28993], [-3.99165, 2.49965, 4.00483], [-3.05584, 2.57690, 4.57614], [-4.44155, 3.48793, 3.90842], [-3.72741, 2.02591, 2.70008], [-4.88577, 1.46380, 5.70947], [-5.14011, -0.55492, 3.77188], [-3.97585, 0.18606, 1.86223], [0.13308, 0.30079, 1.93291], [0.40789, -0.52206, 0.67750], [1.46926, -0.76318, 0.63516], [-0.17467, -1.46135, 0.72089], [0.33283, -0.28764, 2.82886], [0.76456, 1.19342, 1.92368], [-2.65018, 1.78271, 0.82187], [-0.97296, 2.35287, 0.74452], [-1.99595, -0.27290, -0.45177], [0.00800, 0.16938, -2.56445], [0.06405, -1.43556, -1.79374]],
  "forces_ev_per_angstrom": [[0.16, 0.14, 0.17], [-0.31, -0.13, -0.19], [-0.26, -0.21, -0.37], [0.30, -0.07, -0.17], [0.12, 0.07, 0.10], [-0.37, -0.17, -0.26], [0.03, 0.05, 0.10], [-0.05, 0.06, 0.12], [0.13, 0.05, 0.08], [-0.08, -0.05, -0.08], [-0.04, -0.04, -0.07], [0.10, -0.01, -0.03], [0.23, 0.08, 0.13], [0.03, 0.00, -0.01], [0.05, 0.14, 0.27], [-0.11, 0.15, 0.37], [0.07, -0.10, -0.27], [-0.02, 0.26, 0.09], [-0.02, -0.03, 0.00], [-0.34, -0.06, -0.43], [0.42, 0.11, -0.15], [-0.37, 0.16, 0.15], [0.04, -0.21, 0.16], [-0.06, -0.36, 0.06], [0.11, -0.03, 0.02], [-0.12, -0.01, -0.09], [0.06, 0.17, -0.23], [-0.01, 0.05, 0.05], [-0.14, 0.09, 0.42], [-0.06, 0.04, -0.02], [0.07, -0.03, 0.05], [0.00, -0.02, -0.25], [-0.04, 0.00, 0.06], [0.01, -0.02, 0.00], [0.06, 0.05, 0.10], [0.21, -0.38, 0.11], [0.17, 0.09, 0.25], [-0.06, -0.04, 0.03], [0.02, 0.04, 0.00], [0.02, 0.11, -0.12], [0.01, -0.04, 0.01], [0.12, 0.01, -0.04], [-0.11, 0.01, -0.03], [-0.01, 0.06, -0.01], [0.01, -0.10, 0.00], [0.03, 0.10, -0.07]],
  "gap_ev": 9.3,
  "lumo_energy_ev": 0.48,
  "mol_weight_g_mol": 386.279,
  "de_lowest_ev": 0.000,
  "e_tot_ha": -1970.80521,
  "spin_multiplicity": 1
}

=====

Record 2
{
  "formula": "C17H21ClN2O2",
  "method": "wB97M-V/def2-TZVPD",
  "species": ["O", "O", "Cl", "C", "C", "C", "C", "C", "C", "C", "C", "N", "N", "C", "C", "C", "C", "C", "C", "C", "C", "C", "H", "H", "H", "H", "H", "H", "H", "H", "H", "H", "H", "H", "H", "H", "H", "H", "H", "H", "H", "H", "H"],
  "positions_angstrom": [[1.03842, -0.43908, -1.02313], [2.81480, 0.39913, 2.88991], [6.25115, -4.74602, 0.76623], [1.15498, -0.00813, 0.11789], [1.98484, 0.32561, 2.00979], [5.29574, -2.27801, 0.12055], [3.72155, -3.80302, 1.05506], [4.32052, -1.29940, 0.21911], [2.81952, -2.79674, 1.13630], [5.01490, -3.52795, 0.70727], [3.05693, -1.48894, 0.79163], [2.14359, -0.47207, 0.93492], [0.26574, 0.91899, 0.59774], [-0.62147, 1.80475, -0.23727], [-4.53822, 0.85239, -1.98316], [-3.56179, 1.71265, -2.84404], [-3.74508, -0.34898, -1.42916], [-2.31625, 2.19699, -1.95157], [-2.54774, 0.04304, -0.61007], [-1.64829, 1.08478, -1.14727], [-0.29200, 1.07568, 3.10048], [0.75855, 1.32277, 1.92264], [6.30463, -2.16396, -0.36258], [3.36861, -4.78250, 1.39122], [4.47071, -0.34636, -0.25038], [1.90837, -3.09428, 1.69993], [-1.38560, 2.33051, 0.47099], [-0.05737, 2.53582, -0.77735], [-5.33898, 0.60943, -2.68180], [-4.81801, 1.47869, -1.11205], [-3.10823, 1.06704, -3.58544], [-4.09725, 2.61892, -3.19482], [-4.46319, -0.98855, -0.81268], [-3.56960, -1.04692, -2.29030], [-1.53876, 2.59652, -2.61309], [-2.58867, 2.95092, -1.22316], [-2.02864, -0.88618, -0.37462], [-2.81269, 0.47723, 0.39132], [-0.93150, 0.65653, -1.91053], [-0.73483, 2.01910, 3.38476], [-1.13104, 0.52163, 2.80546], [0.05200, 0.60659, 3.98559], [1.12966, 2.31141, 1.91566]],
  "forces_ev_per_angstrom": [[0.30, 0.04, 0.14], [-0.60, -0.17, 0.33], [-0.17, 0.08, -0.01], [-2.37, -1.33, -5.88], [1.99, 2.16, 3.49], [0.78, -0.76, 0.53], [0.49, -1.50, 0.83], [-0.20, 0.92, -0.72], [-2.93, 0.37, 1.81], [0.50, 0.43, -1.47], [2.46, -2.05, -1.07], [-2.62, 2.30, 1.25], [0.50, 0.65, 1.28], [-2.47, -1.32, 2.50], [1.81, 0.88, -0.09], [0.93, 0.72, 2.46], [-2.65, -1.12, -0.64], [-1.05, -0.54, -0.63], [0.08, -0.17, 2.17], [3.44, -0.01, -3.64], [0.93, 1.68, -1.22], [-0.90, -3.35, 0.34], [-1.31, 0.32, 0.62], [0.59, 0.25, -0.11], [0.39, 0.42, -0.05], [0.25, 0.56, -0.87], [1.94, -0.49, -0.45], [0.37, 0.38, -0.39], [-0.40, -0.31, 0.68], [-0.54, -0.29, -0.57], [-0.30, 0.17, -0.74], [0.51, -0.70, -0.38], [0.98, 0.86, -0.38], [0.64, 0.68, 0.62], [-0.31, 0.28, 0.11], [-0.56, 0.64, -0.09], [0.43, 0.14, 0.08], [-0.64, -0.61, -0.47], [-0.97, -0.37, 0.58], [0.14, 0.49, 0.21], [-0.97, -1.13, -1.06], [1.03, -0.33, 0.71], [0.50, 1.11, 0.20]],
  "gap_ev": 10.1,
  "lumo_energy_ev": 0.63,
  "mol_weight_g_mol": 320.820,
  "de_lowest_ev": 2.319,
  "e_tot_ha": -1380.55145,
  "spin_multiplicity": 1
}

=====

Record 3
{
  "formula": "C17H21F6N2O3",
  "method": "wB97M-V/def2-TZVPD",
  "species": ["O", "C", "N", "H", "C", "H", "C", "N", "H", "C", "C", "C", "C", "H", "H", "H", "H", "H", "H", "H", "H", "H", "H", "H", "C", "C", "C", "C", "C", "C", "O", "C", "C", "F", "F", "F", "H", "H", "H", "H", "O", "C", "C", "F", "F", "F", "H", "H", "H"],
  "positions_angstrom": [[0.29182, 1.40685, 0.71441], [-0.15884, 0.31141, 0.34019], [0.19400, -0.84521, 0.91592], [-0.20647, -1.68777, 0.53025], [1.01012, -1.00735, 2.10787], [0.48297, -0.59297, 2.97692], [2.40066, -0.36741, 1.99801], [2.28083, 1.08810, 2.25831], [1.43293, 1.40837, 1.60937], [3.54753, 1.80812, 2.03038], [4.60988, 1.26452, 2.97813], [4.76508, -0.24373, 2.79151], [3.42269, -0.95675, 2.96511], [3.54465, -2.02130, 2.76991], [3.06749, -0.84429, 3.99190], [5.48048, -0.63205, 3.51480], [5.15809, -0.44975, 1.79473], [5.55798, 1.76343, 2.78400], [4.32750, 1.48309, 4.01030], [3.38219, 2.87399, 2.19284], [3.84461, 1.65796, 0.99106], [2.00204, 1.22933, 3.23303], [2.76172, -0.48417, 0.97032], [1.12372, -2.07960, 2.26618], [-1.13580, 0.26752, -0.77082], [-1.77363, 1.46653, -1.06807], [-2.73004, 1.56286, -2.07370], [-3.03516, 0.42739, -2.81406], [-2.39402, -0.77057, -2.54337], [-1.45393, -0.87413, -1.53186], [-0.79168, -2.04073, -1.23140], [-0.98086, -3.19203, -2.01873], [0.02295, -4.20134, -1.45909], [-0.10303, -4.31345, -0.12739], [1.28408, -3.81411, -1.67998], [-0.13208, -5.40897, -1.98655], [-0.74881, -3.01900, -3.07623], [-1.99144, -3.60613, -1.91165], [-2.65490, -1.63182, -3.13612], [-3.77105, 0.43906, -3.60084], [-3.25824, 2.80769, -2.24738], [-4.38800, 3.00684, -3.05000], [-5.67962, 2.57505, -2.33803], [-5.77934, 3.11153, -1.12215], [-5.76043, 1.24368, -2.18064], [-6.75207, 2.94773, -3.04040], [-4.45348, 4.08723, -3.21083], [-4.33339, 2.49835, -4.01921], [-1.52969, 2.34796, -0.49698]],
  "forces_ev_per_angstrom": [[0.02, 0.23, 0.13], [0.03, -0.35, 0.02], [-0.09, -0.28, 0.04], [0.00, 0.04, -0.09], [0.16, 0.39, -0.09], [0.05, -0.08, 0.02], [-0.10, -0.71, 0.28], [-0.56, 0.36, -0.31], [0.44, -0.11, 0.40], [0.60, 0.36, 0.19], [0.02, -0.18, -0.28], [-0.08, 0.05, 0.30], [0.16, 0.11, -0.33], [-0.11, -0.05, 0.01], [-0.07, -0.03, 0.10], [0.06, -0.03, -0.05], [0.06, -0.04, -0.05], [-0.02, 0.09, 0.03], [0.00, 0.07, 0.07], [-0.10, -0.08, -0.07], [-0.13, 0.00, 0.00], [-0.04, -0.05, -0.13], [-0.05, 0.12, 0.08], [0.01, 0.09, 0.02], [-0.28, -0.04, -0.41], [-0.13, -0.07, -0.12], [0.23, -0.32, 0.09], [0.03, 0.31, 0.07], [0.19, -0.22, 0.15], [0.00, 0.13, -0.01], [-0.12, 0.25, -0.05], [0.08, -0.37, 0.01], [0.05, 0.18, 0.02], [-0.21, 0.00, 0.28], [0.16, 0.18, -0.19], [-0.22, -0.05, -0.21], [-0.04, 0.01, 0.15], [0.14, 0.08, -0.02], [-0.01, -0.12, -0.06], [-0.08, 0.05, -0.04], [0.13, -0.02, 0.13], [-0.51, 0.03, -0.04], [0.06, 0.04, -0.02], [0.13, 0.18, 0.14], [0.14, -0.24, -0.03], [0.02, 0.16, -0.25], [-0.02, -0.24, -0.03], [0.00, 0.08, 0.12], [0.03, 0.07, 0.05]],
  "gap_ev": 8.8,
  "lumo_energy_ev": -2.55,
  "mol_weight_g_mol": 415.354,
  "total_charge": 1,
  "e_tot_ha": -1594.67688,
  "spin_multiplicity": 1
}

=====

Record 4
{
  "formula": "C17H21FGaN2O14S",
  "method": "wB97M-V/def2-TZVPD",
  "species": ["C", "C", "O", "C", "N", "C", "C", "O", "Ga", "O", "N", "O", "S", "O", "O", "F", "H", "H", "H", "H", "H", "H", "H", "H", "H", "H", "H", "H", "H", "C", "C", "C", "O", "C", "C", "C", "O", "O", "O", "H", "H", "H", "H", "C", "C", "C", "O", "C", "C", "C", "O", "O", "O", "H", "H", "H", "H"],
  "positions_angstrom": [[-1.08617, 0.58551, -2.35860], [-2.17455, -0.59255, -2.10752], [-3.16303, -0.22055, -1.10082], [-1.41406, -2.01975, -1.74336], [-2.15696, -2.70335, -0.65210], [-1.50766, -2.59456, 0.70262], [-0.81961, -1.16395, 1.05144], [-0.38207, -1.27048, 2.46304], [1.30297, -0.40738, 2.70534], [1.12378, 1.37861, 2.03266], [2.24373, 2.09686, 2.24647], [2.02254, 3.03744, 2.98556], [3.10038, -1.37255, 1.57328], [4.12468, -0.29038, 1.12192], [2.67785, -2.27811, 0.39533], [3.99735, -2.41215, 2.62333], [-1.50368, 1.63003, -2.09728], [-0.15720, 0.34029, -1.70993], [-0.84668, 0.55255, -3.50055], [-2.75957, -0.68566, -3.12112], [-2.94772, 0.70977, -0.79246], [-0.27464, -1.91845, -1.58934], [-1.54595, -2.68004, -2.70531], [-2.11969, -3.72680, -0.88291], [-2.37426, -2.74227, 1.48128], [-0.76727, -3.48078, 0.91546], [0.13377, -0.94251, 0.40164], [-1.51044, -0.24580, 0.96079], [1.57198, -0.42640, 4.30469], [-4.66644, 1.38909, 4.44258], [-3.51212, 1.51752, 3.78356], [-3.47045, 1.55852, 2.29461], [-2.40144, 1.69581, 1.72432], [-4.73887, 1.42486, 1.56630], [-5.89139, 1.29305, 2.22552], [-5.93597, 1.27984, 3.71463], [-7.01150, 1.17589, 4.28738], [-7.08093, 1.16492, 1.55637], [-2.32218, 1.61753, 4.45158], [-4.71149, 1.36014, 5.52341], [-4.69264, 1.43814, 0.48513], [-7.76374, 1.08625, 2.25346], [-1.63757, 1.70213, 3.75485], [4.36408, 0.89564, -4.25382], [5.65097, 0.72251, -4.55390], [6.59323, 0.09726, -3.58609], [7.76496, -0.06445, -3.89980], [6.06842, -0.29955, -2.27638], [4.77609, -0.12318, -1.97287], [3.83593, 0.47486, -2.94915], [2.67214, 0.60560, -2.65198], [4.28853, -0.49488, -0.73967], [6.15675, 1.11309, -5.76652], [3.66715, 1.34705, -4.94817], [6.76796, -0.73643, -1.57605], [3.33560, -0.27699, -0.75421], [7.10711, 0.87916, -5.73862]],
  "forces_ev_per_angstrom": [[-0.20, -0.91, -0.13], [0.57, 0.76, -0.91], [1.29, 1.24, -0.22], [-0.94, 0.02, -1.60], [1.67, -1.14, -0.16], [-0.49, 0.20, 1.32], [0.65, -0.41, 0.45], [1.05, 0.91, -1.87], [-2.28, -0.14, 2.01], [0.32, -0.72, -0.04], [-0.80, 1.68, 1.52], [0.57, -1.36, -1.42], [4.04, -0.25, -4.67], [-4.32, -3.42, 7.46], [0.89, 2.39, 3.87], [-1.28, 1.24, -1.18], [0.63, -1.66, -0.41], [-1.41, 0.76, -1.27], [-0.05, 0.22, 2.18], [0.97, -0.22, 1.92], [-0.13, -1.75, -0.56], [-1.73, 0.14, -0.05], [0.32, 1.22, 1.72], [-0.21, 1.41, 0.32], [1.66, 0.41, -1.27], [-0.95, 1.90, -0.46], [-1.86, -0.61, 0.72], [0.84, -1.77, -0.12], [0.18, 0.05, -0.85], [-0.58, -0.03, -0.06], [1.36, 0.05, 1.36], [0.09, -0.04, -0.83], [-0.37, 0.08, 0.38], [0.27, 0.08, 0.03], [-0.82, -0.10, -1.19], [0.15, -0.03, 0.88], [0.11, 0.02, -0.49], [0.77, 0.11, 1.24], [-1.22, 0.00, -1.44], [0.01, 0.00, -0.06], [-0.06, -0.06, 0.05], [0.20, 0.02, -0.18], [0.05, -0.10, 0.19], [-0.24, 0.02, 0.04], [-0.10, 0.56, -1.30], [0.36, -0.45, 1.08], [-0.26, 0.23, -0.41], [0.55, 0.16, -0.63], [-0.30, -1.06, 2.10], [0.08, 0.34, -0.63], [-0.53, 0.01, 0.22], [1.26, 0.74, -7.89], [0.17, -0.55, 1.21], [0.03, -0.02, 0.03], [-0.06, -0.01, -0.03], [0.31, -0.16, -0.06], [-0.25, 0.03, 0.05]],
  "gap_ev": 6.8,
  "lumo_energy_ev": 0.37,
  "mol_weight_g_mol": 598.143,
  "total_charge": -1,
  "e_tot_ha": -4245.95089,
  "spin_multiplicity": 1
}

=====

no.,strongest force on any atom (eV Å⁻¹)
1,0.55
2,6.48
3,0.77
4,9.27